w:
C20H27N5O4 | ωB97M-V/def2-TZVPD

Last column: natural (NBO) charge in e.
Atoms and positions in Å:
C -2.932 5.621 -0.939  -0.642
C -3.357 4.357 -0.263  0.261
C -2.485 3.364 0.025  -0.373
C -2.940 2.153 0.681  0.414
N -2.332 1.097 1.052  -0.521
C -0.908 0.948 0.838  -0.059
C -0.208 0.763 2.183  -0.400
C 1.284 0.496 2.012  -0.407
C 1.549 -0.704 1.113  0.277
C 0.846 -0.504 -0.233  -0.450
C -0.648 -0.264 -0.055  -0.391
C 3.050 -0.913 0.933  -0.246
N 3.328 -2.185 0.280  -0.433
C 3.784 -2.185 -1.004  0.676
O 3.931 -1.158 -1.648  -0.622
C 4.151 -3.484 -1.624  -0.285
C 4.835 -4.542 -1.133  0.178
O 5.069 -5.437 -2.089  -0.280
N 4.521 -4.970 -3.279  -0.127
C 3.994 -3.812 -3.010  0.191
C 3.328 -3.010 -4.073  -0.646
C 2.753 -3.318 0.990  -0.245
C 1.264 -3.080 1.205  -0.072
O 1.017 -1.837 1.825  -0.550
N -4.318 2.193 0.937  -0.565
C -5.121 3.234 0.613  0.465
C -6.568 3.043 0.993  -0.107
O -7.325 4.160 0.609  -0.682
N -4.710 4.304 0.033  -0.510
H -1.865 5.626 -1.156  0.211
H -3.491 5.743 -1.868  0.232
H -3.177 6.473 -0.305  0.232
H -1.444 3.472 -0.234  0.221
H -0.457 1.821 0.344  0.158
H -0.362 1.652 2.799  0.209
H -0.679 -0.075 2.701  0.219
H 1.775 1.368 1.566  0.203
H 1.754 0.318 2.982  0.216
H 1.313 0.358 -0.719  0.218
H 1.029 -1.349 -0.899  0.212
H -1.124 -1.135 0.405  0.211
H -1.125 -0.111 -1.026  0.209
H 3.485 -0.116 0.335  0.249
H 3.522 -0.926 1.921  0.199
H 5.230 -4.776 -0.157  0.213
H 3.846 -2.061 -4.202  0.250
H 3.332 -3.566 -5.008  0.234
H 2.300 -2.782 -3.793  0.226
H 2.894 -4.234 0.423  0.223
H 3.253 -3.421 1.958  0.196
H 0.739 -3.152 0.245  0.166
H 0.857 -3.842 1.870  0.199
H -4.689 1.372 1.393  0.417
H -6.922 2.125 0.506  0.178
H -6.608 2.879 2.078  0.178
H -8.238 4.009 0.869  0.472

Results
Orbital gap (eV): 8.7
Molar mass (u): 401.47
LUMO energy (Eh): 0.0212
HOMO (eV): -8.0995
Structure (SMILES): Cc1c/c(=N\[C@H]2CC[C@@]3(CC2)CN(C(=O)c2conc2C)CCO3)[nH]c(CO)n1

x:
C20H27N5O4 | ωB97M-V/def2-TZVPD

Last column: natural (NBO) charge in e.
Atoms and positions in Å:
C -3.331 4.721 -3.383  -0.642
C -3.601 3.412 -2.715  0.263
C -2.610 2.544 -2.407  -0.374
C -2.906 1.270 -1.780  0.423
N -2.193 0.279 -1.422  -0.535
C -0.745 0.291 -1.299  -0.062
C -0.127 1.557 -0.696  -0.413
C 1.378 1.408 -0.477  -0.402
C 1.732 0.196 0.368  0.264
C 1.144 -1.058 -0.284  -0.441
C -0.361 -0.933 -0.468  -0.385
C 3.246 0.082 0.537  -0.246
N 3.576 -0.920 1.539  -0.426
C 4.179 -2.082 1.169  0.673
O 4.525 -2.315 0.024  -0.606
C 4.409 -3.084 2.260  -0.280
C 5.459 -3.204 3.096  0.168
O 5.311 -4.274 3.882  -0.274
N 4.123 -4.902 3.559  -0.125
C 3.587 -4.204 2.598  0.179
C 2.284 -4.600 1.987  -0.654
C 2.954 -0.651 2.826  -0.245
C 1.451 -0.526 2.638  -0.073
O 1.143 0.447 1.658  -0.551
N -4.293 1.093 -1.637  -0.562
C -5.220 2.027 -1.948  0.465
C -6.642 1.621 -1.640  -0.107
O -7.535 2.617 -2.059  -0.682
N -4.942 3.175 -2.458  -0.510
H -2.276 4.847 -3.617  0.211
H -3.920 4.794 -4.297  0.232
H -3.654 5.534 -2.731  0.232
H -1.595 2.778 -2.683  0.219
H -0.305 0.155 -2.302  0.174
H -0.288 2.423 -1.332  0.205
H -0.618 1.764 0.259  0.217
H 1.885 1.304 -1.442  0.204
H 1.774 2.307 0.002  0.216
H 1.636 -1.181 -1.254  0.217
H 1.391 -1.953 0.288  0.207
H -0.859 -0.851 0.502  0.206
H -0.762 -1.822 -0.958  0.216
H 3.723 -0.199 -0.399  0.250
H 3.637 1.049 0.870  0.200
H 6.360 -2.629 3.236  0.215
H 2.129 -4.071 1.048  0.228
H 2.271 -5.670 1.787  0.244
H 1.455 -4.372 2.658  0.231
H 3.199 -1.437 3.536  0.228
H 3.343 0.299 3.207  0.199
H 1.029 -1.502 2.367  0.165
H 0.973 -0.194 3.559  0.200
H -4.560 0.207 -1.232  0.418
H -6.829 0.664 -2.145  0.177
H -6.707 1.441 -0.558  0.179
H -8.426 2.332 -1.839  0.472

Results
Orbital gap (eV): 8.7
Molar mass (u): 401.47
LUMO energy (Eh): 0.0206
HOMO (eV): -8.1430
Structure (SMILES): Cc1c/c(=N\[C@H]2CC[C@@]3(CC2)CN(C(=O)c2conc2C)CCO3)[nH]c(CO)n1

Which of them is most stable? Easy: w.

w:
C4H11NO | ωB97M-V/def2-TZVPD

Last column: Mulliken spin population.
Atoms and positions in Å:
C 0.461 -1.176 -0.247  0.003
C -0.855 -0.544 -0.121  0.089
C -2.073 -0.838 -0.724  0.514
C 0.009 0.916 1.656  -0.010
N -0.945 0.542 0.688  0.317
H 1.258 -0.391 -0.142  0.005
H 0.599 -1.496 -1.335  -0.001
H 0.660 -2.013 0.416  0.004
H -2.188 -1.455 -1.566  0.026
H -2.946 -0.348 -0.351  0.027
H 0.644 1.818 1.327  0.027
H 0.682 0.070 2.019  0.010
H -0.416 1.222 2.662  0.007
H -1.897 0.727 1.007  -0.018
H 1.726 1.371 -2.116  0.000
H 2.785 0.803 -1.129  0.000
O 2.496 0.792 -2.042  0.000

Results
Orbital gap (spin up / spin down) (eV): 11.0 / 7.7
Molar mass (u): 89.14
2S+1: 2
LUMO energy (spin up / spin down) (Eh): -0.1407 / -0.2639
HOMO (spin up / spin down) (eV): -14.8756 / -14.9001
Net charge: +1

x:
C4H11NO | ωB97M-V/def2-TZVPD

Last column: Mulliken spin population.
Atoms and positions in Å:
C 0.249 -0.051 0.996  0.131
C 0.599 -0.227 -0.469  0.024
C 1.988 -0.866 -0.468  0.003
O 0.742 0.866 -1.419  0.013
C -1.209 0.461 1.109  0.020
N -2.321 -0.168 0.353  0.785
H 0.476 -0.917 1.641  -0.004
H 0.875 0.723 1.457  -0.003
H -0.095 -0.945 -0.932  -0.002
H 2.600 -0.238 0.192  0.006
H 2.412 -0.874 -1.478  0.005
H 1.975 -1.889 -0.086  -0.001
H 0.002 1.474 -1.277  -0.001
H -1.565 0.583 2.138  0.035
H -1.218 1.480 0.674  -0.001
H -2.196 -0.083 -0.663  -0.003
H -2.454 -1.159 0.593  -0.005

Results
Orbital gap (spin up / spin down) (eV): 11.2 / 5.5
Molar mass (u): 89.14
2S+1: 2
LUMO energy (spin up / spin down) (Eh): -0.1371 / -0.3459
HOMO (spin up / spin down) (eV): -14.9574 / -14.8896
Net charge: +1

Which of them is most stable? Easy: w.

w:
C5H7ClN2 | ωB97M-V/def2-TZVPD

Last column: natural (NBO) charge in e.
Atoms and positions in Å:
C -1.097 -0.054 0.066  0.089
C -1.933 1.149 -0.172  -0.251
C -1.476 2.415 0.079  -0.387
C 0.381 0.298 0.122  -0.283
C 1.488 -0.427 0.272  -0.175
H -2.729 -2.605 0.146  0.350
H -3.896 -0.887 -0.134  0.305
H -2.978 0.955 -0.631  0.210
H -0.527 2.293 0.865  0.223
H -2.036 3.362 -0.151  0.231
H 0.617 1.381 -0.182  0.227
H 1.662 -1.587 0.433  0.227
N -2.656 -1.742 -0.115  -0.572
N -1.370 -1.322 0.084  -0.163
Cl 3.171 -0.102 -0.137  -0.031

Results
Orbital gap (eV): 7.9
Molar mass (u): 130.58
LUMO energy (Eh): -0.0107
HOMO (eV): -8.1795

x:
C5H7ClN2 | ωB97M-V/def2-TZVPD

Last column: natural (NBO) charge in e.
Atoms and positions in Å:
C 1.101 0.915 1.659  -0.347
C 1.378 0.342 0.467  -0.247
C 0.482 0.541 -0.637  -0.015
Cl 1.154 1.437 -1.968  0.001
C -0.734 0.029 -0.753  -0.262
C -1.458 -0.833 0.211  -0.001
N -0.985 -1.664 1.034  -0.199
N -1.920 -2.335 1.813  -0.649
H 0.160 1.513 1.777  0.204
H 1.882 0.928 2.467  0.210
H 2.310 -0.219 0.272  0.227
H -1.297 0.445 -1.631  0.227
H -2.522 -0.684 0.280  0.144
H -2.900 -1.898 1.849  0.332
H -1.535 -2.484 2.832  0.374

Results
Orbital gap (eV): 9.0
Molar mass (u): 130.58
LUMO energy (Eh): 0.0197
HOMO (eV): -8.4949
Structure (SMILES): C=C/C(Cl)=C\C=N\N

Which of them is most stable? Easy: x.

w:
CH3N2O2 | ωB97M-V/def2-TZVPD

Last column: natural (NBO) charge in e.
Atoms and positions in Å:
C 0.354 0.585 0.211  0.180
N -1.546 -0.004 -0.150  0.675
N 1.169 -0.299 -0.095  -0.631
O -1.370 -1.138 -0.313  -0.227
O -2.293 0.838 -0.180  -0.115
H 0.786 1.498 0.619  0.222
H 2.103 -0.192 0.187  0.441
H 0.797 -1.289 -0.279  0.455

Results
Orbital gap (eV): 10.7
Molar mass (u): 75.05
LUMO energy (Eh): -0.2091
HOMO (eV): -16.3997
Net charge: +1

x:
CH3N2O2 | ωB97M-V/def2-TZVPD

Last column: natural (NBO) charge in e.
Atoms and positions in Å:
C -0.268 0.146 0.253  0.338
N 0.043 -0.893 0.910  -0.630
N 0.280 0.702 -1.020  0.491
O -0.631 0.499 -1.756  -0.260
O 1.367 1.084 -1.230  -0.217
H -1.469 0.872 0.336  0.343
H -0.287 -1.187 1.840  0.489
H 0.966 -1.223 0.666  0.448

Results
Orbital gap (eV): 10.8
Molar mass (u): 75.05
LUMO energy (Eh): -0.2470
HOMO (eV): -17.4923
Net charge: +1

y:
CH3N2O2 | ωB97M-V/def2-TZVPD

Last column: natural (NBO) charge in e.
Atoms and positions in Å:
N -0.663 -0.943 0.593  -0.743
C 0.475 0.041 0.280  0.343
O 0.413 1.377 0.542  -0.167
N 0.396 0.976 -0.710  0.509
O 0.052 1.533 -1.668  -0.009
H -0.447 -1.750 0.109  0.394
H -1.623 -0.711 0.334  0.410
H 1.397 -0.523 0.520  0.263

Results
Orbital gap (spin up / spin down) (eV): 8.8 / 8.8
Molar mass (u): 75.05
LUMO energy (spin up / spin down) (Eh): -0.2970 / -0.2970
HOMO (spin up / spin down) (eV): -16.8353 / -16.8357
Structure (SMILES): N[C@@H]1O[N+]1=O
Net charge: +1

Which of them is most stable? Easy: w.

w:
C5H12N4 | ωB97M-V/def2-TZVPD

Last column: natural (NBO) charge in e.
Atoms and positions in Å:
H -0.348 -2.117 0.421  0.339
N -0.232 -1.368 1.099  -0.769
C -0.314 -0.206 0.579  0.437
N -0.293 0.887 1.396  -0.838
C -1.010 0.085 -0.894  -0.085
C -2.514 -0.062 -0.714  -0.610
N -0.677 1.342 -1.465  -0.845
H -0.004 0.723 2.346  0.392
H -0.017 1.767 0.991  0.392
H -0.614 -0.705 -1.542  0.188
H -2.761 -1.053 -0.341  0.217
H -2.875 0.676 0.001  0.209
H -3.014 0.096 -1.667  0.220
H -1.106 2.109 -0.958  0.348
H 0.339 1.483 -1.501  0.398
C 2.706 -0.995 0.641  -0.730
C 2.178 0.138 -0.084  0.341
N 2.064 1.061 -0.771  -0.391
H 3.784 -0.881 0.760  0.252
H 2.491 -1.911 0.092  0.259
H 2.217 -1.070 1.610  0.276

Results
Orbital gap (eV): 9.5
Molar mass (u): 128.18
LUMO energy (Eh): 0.0298
HOMO (eV): -8.6774
Structure (SMILES): [H]/N=C(/N)[C@@H](C)N.CC#N

x:
C5H12N4 | ωB97M-V/def2-TZVPD

Last column: natural (NBO) charge in e.
Atoms and positions in Å:
H -0.178 -2.255 1.673  0.342
N -1.250 -2.310 1.538  -0.710
C -1.548 -1.362 0.657  0.276
N -0.969 -0.312 0.042  -0.309
N -1.817 0.643 -0.489  -0.424
C -0.969 1.375 -1.435  -0.227
C 0.212 1.727 -0.544  -0.417
C 0.306 0.347 0.383  -0.072
C 1.516 -0.386 -0.066  -0.240
N 1.801 -1.487 0.831  -0.882
H -2.614 -1.168 0.483  0.167
H -2.115 1.487 0.172  0.315
H -0.665 0.799 -2.231  0.192
H -1.592 2.234 -1.942  0.205
H 1.105 1.891 -1.120  0.212
H -0.131 2.557 0.027  0.208
H 0.363 0.438 1.506  0.213
H 2.383 0.323 -0.162  0.192
H 1.596 -0.726 -1.234  0.203
H 2.026 -2.560 0.484  0.390
H 2.541 -1.254 1.426  0.364

Results
Orbital gap (eV): 9.3
Molar mass (u): 128.18
LUMO energy (Eh): 0.0306
HOMO (eV): -8.4400
Structure (SMILES): [H]/N=C\N1NCC[C@@H]1CN

Which of them is most stable? Easy: w.

w:
C2H9N2O | ωB97M-V/def2-TZVPD

Last column: Mulliken spin population.
Atoms and positions in Å:
C 2.512 -1.090 -0.973  0.000
N 1.790 -0.012 -0.174  0.000
H 3.431 -1.348 -0.457  0.000
H 1.839 -1.926 -1.137  0.000
H 2.786 -0.703 -1.950  0.000
H 0.798 -0.078 -0.378  0.001
H 2.110 0.945 -0.340  0.000
H 1.989 -0.225 0.807  0.000
C -2.734 0.174 0.581  -0.010
N -3.093 1.367 0.914  0.031
O -1.521 -0.210 0.697  0.925
H -3.383 -0.471 -0.037  0.052
H -4.079 1.625 1.015  -0.001
H -2.443 1.954 1.431  0.002

Results
Orbital gap (spin up / spin down) (eV): 13.2 / 8.5
Molar mass (u): 77.11
2S+1: 2
LUMO energy (spin up / spin down) (Eh): -0.3169 / -0.4887
HOMO (spin up / spin down) (eV): -21.8350 / -21.8329
Net charge: +2

x:
C2H9N2O | ωB97M-V/def2-TZVPD

Last column: Mulliken spin population.
Atoms and positions in Å:
C -0.443 -0.534 0.785  0.013
C 0.257 0.521 0.121  0.679
N 1.376 1.157 0.875  -0.006
N 0.090 -1.732 1.015  0.167
H -1.455 -0.417 1.211  0.074
H -0.145 1.124 -0.694  0.045
H 1.047 1.970 1.420  0.022
H 2.112 1.387 0.187  0.014
H 1.755 0.449 1.521  0.003
H 0.310 -2.296 0.182  -0.005
H -0.280 -2.210 1.839  -0.008
H -1.893 0.613 -3.396  0.000
H -1.534 -0.400 -2.293  0.000
O -1.196 0.369 -2.774  0.001

Results
Orbital gap (spin up / spin down) (eV): 6.9 / 6.0
Molar mass (u): 77.11
2S+1: 2
LUMO energy (spin up / spin down) (Eh): -0.4258 / -0.4610
HOMO (spin up / spin down) (eV): -18.5181 / -18.5180
Net charge: +2

Which of them is most stable? Easy: w.